# 1
A molecular structure, C17H28GdN6O6Se. Source: the Open Molecules 2025 dataset; level of theory: ωB97M-V with the def2-TZVPD basis set.

XYZ file:
```
59
Properties=species:S:1:pos:R:3:forces:R:3
C -4.14727 -3.44454 -1.35063 0.194 -2.578 -0.252
C 2.83728 2.22553 1.02393 3.157 0.297 0.122
H -1.13438 -0.66393 4.60971 -0.155 -0.005 -0.195
H -3.83683 -3.29690 -0.32598 0.018 0.902 0.122
H 4.87677 1.81274 4.26833 -0.061 0.007 -0.048
C 0.67114 -0.24785 -2.63326 0.191 0.357 -1.475
H -3.43989 -3.19110 -2.12732 0.651 0.757 -0.037
H 1.97303 1.13045 -3.68893 -0.162 0.028 -0.016
H 2.91103 1.85172 -1.75521 -0.413 0.383 0.318
N 0.87487 1.88832 1.98456 -0.918 0.187 -0.976
N 1.92060 2.31516 0.04072 -1.920 -0.242 0.157
Se -0.84368 2.01193 -0.14729 -2.497 0.580 -1.341
C 2.20015 1.96606 2.20318 1.772 -0.309 2.932
H 2.03913 -0.86056 0.00591 -0.163 -0.436 1.292
H -5.73427 -3.47236 -2.42116 -0.044 0.092 0.140
O -3.71393 -0.15881 0.23332 3.468 -1.659 1.000
C 0.72551 2.07550 0.65182 0.141 0.198 -0.106
H -2.09387 0.75615 -4.59062 -0.023 -0.231 0.291
H 0.06531 -1.82078 4.04499 0.144 0.080 -0.046
C 4.96173 2.19923 2.14009 -0.977 -0.025 -0.307
C 2.20532 2.60976 -1.35949 0.187 0.206 -0.283
C -2.24700 -0.64606 2.06101 -1.366 0.324 0.571
O -2.99338 -0.38126 -2.57172 1.386 -0.305 -0.211
C -0.78314 -0.14326 -3.08489 0.565 0.367 -1.321
H -4.17550 -4.53271 -1.41427 0.457 -0.444 0.096
H 0.12198 1.71237 2.68222 0.839 0.218 -1.249
H 2.38048 1.60606 4.32923 0.011 0.014 -0.016
C 1.79300 0.05727 -3.63213 -0.313 -0.530 0.520
C -0.38868 -0.85078 3.84095 -0.398 -0.070 -0.643
C 4.29935 1.93084 3.36034 -0.811 0.050 -0.603
C 4.22694 2.35389 0.94954 0.422 -0.172 0.989
H 2.73241 -0.41844 -3.35057 -0.166 0.023 0.320
H 1.55833 -0.30548 -4.63226 -0.289 0.073 0.091
H -1.03086 -0.49832 -5.21221 0.082 -0.143 0.066
C -1.09345 0.33174 -4.50918 -0.122 0.174 0.815
H 4.72891 2.55607 0.01211 -0.038 0.007 0.030
N -0.04952 -0.99912 1.33590 5.603 -1.133 9.951
N -1.63896 -0.49250 -2.19689 -4.898 1.837 -9.289
O 2.14649 -0.63561 -0.93001 -0.664 0.479 -1.807
O -0.08481 -3.07074 -0.44963 0.111 0.816 -0.627
Gd -0.86951 -0.86006 -0.42756 -4.415 -1.103 -0.456
N -2.48429 -0.68169 0.65461 -8.721 2.003 4.529
O -5.43252 -3.02998 -1.62108 -1.159 1.301 -0.068
C -3.44130 -0.42187 2.98423 0.620 -0.081 -0.384
O 1.28253 -1.29407 1.65264 -2.962 1.015 -0.797
H -3.44901 -0.86958 -1.85871 -0.378 0.481 0.173
H -0.11988 -2.61070 0.44049 0.931 -1.509 -0.229
C 2.89656 1.81436 3.40109 1.245 0.113 -0.193
H 1.27635 2.61894 -1.96294 0.441 -0.041 0.640
H 2.68568 3.60764 -1.43735 -0.316 -0.564 0.119
H 6.04102 2.28422 2.12056 -0.086 0.002 -0.009
N 0.82027 -0.56464 -1.39852 9.262 1.560 -3.884
C -0.95552 -0.82666 2.42461 0.968 -0.083 1.161
H -3.85935 0.57071 2.81411 -0.036 -0.057 -0.134
H 0.38327 -0.08741 3.94186 0.190 -0.141 -0.007
H 0.22921 -2.36210 -1.09314 0.990 -2.945 0.618
H -3.19742 -0.50428 4.04048 0.231 -0.044 -0.088
H -4.21756 -1.15633 2.76681 0.005 0.078 -0.128
H -0.40889 1.11382 -4.83639 0.188 -0.158 0.158
```
Positions in Å, forces in eV/Å.

Calculated values
Multiplicity: 8
ΔE to the lowest compared entry with this formula, charge and spin: 857.2 kJ/mol
Net charge: +1

Charges computed using Löwdin, reported in e: -0.199, -0.206, 0.076, 0.082, 0.107, -0.192, 0.070, 0.088, 0.094, 0.147, -0.048, 0.852, -0.225, 0.059, 0.095, -0.071, -0.749, 0.095, 0.093, -0.056, -0.012, -0.257, 0.047, -0.194, 0.088, 0.182, 0.113, 0.026, -0.002, -0.054, 0.018, 0.098, 0.096, 0.110, 0.035, 0.112, -0.313, -0.168, 0.048, -0.068, 1.094, -0.298, -0.088, 0.002, -0.102, 0.073, 0.031, 0.017, 0.068, 0.120, 0.107, -0.198, -0.272, 0.091, 0.057, 0.022, 0.072, 0.092, 0.092

---

# 2
2 unconnected molecules or ions with the total composition C21H36FI2N5O10P3S. Source: the Open Molecules 2025 dataset; level of theory: ωB97M-V with the def2-TZVPD basis set.

XYZ file:
```
79
Properties=species:S:1:pos:R:3:forces:R:3
H -1.90594 -0.67741 2.28254 -0.084 0.257 -0.153
F -1.40975 -1.01903 -0.58460 0.001 -0.074 0.049
H -6.39169 0.07094 -4.04872 -0.010 -0.026 0.032
H -1.12491 -3.43555 3.21399 0.129 -0.008 -0.004
P 3.62706 -0.48099 0.05690 1.026 -0.971 0.115
H 1.48303 3.47898 2.63763 -0.246 -0.108 0.145
C 2.49029 -3.04577 2.23341 -0.197 -0.434 -0.119
O 0.90688 2.02225 3.94015 -0.007 0.099 -0.281
H 5.28488 -0.23663 3.17303 0.081 -0.030 -0.062
H 3.01661 -2.78584 -2.03296 0.349 1.200 0.982
H 0.38478 2.20765 1.58574 0.126 0.089 0.018
H -4.16603 0.58125 -7.00519 -0.014 0.000 -0.024
C -4.95862 0.87573 -6.31770 0.077 0.044 0.043
O 1.67963 -4.18015 -1.85490 0.033 -0.777 -0.204
C -1.27045 -1.32116 1.68608 -0.001 -0.268 0.689
O -2.74235 1.94141 -5.07252 0.097 -0.037 0.091
C 1.57472 -3.82962 -0.54985 0.474 2.159 0.446
C 1.75342 3.70054 0.50481 -0.057 0.074 0.204
P -1.27540 1.52363 -1.28018 -1.986 -0.080 -2.035
H 2.90764 -3.42667 3.15655 -0.014 0.260 0.150
I 2.31276 2.08494 -1.90770 -0.157 -0.041 0.070
C -0.59191 -0.65934 0.48432 0.098 0.076 -0.376
C 1.51522 0.56868 1.75831 0.429 -0.420 -0.730
H 0.21818 4.45429 1.80978 -0.103 -0.136 0.062
C 4.26561 0.13185 3.11757 -0.220 0.211 0.005
H 1.65162 -4.66264 0.13851 -0.032 -0.038 0.236
C 1.51395 2.47798 -0.00170 0.611 0.510 -0.476
H 1.43542 -0.30007 4.34108 0.088 -0.273 -0.268
C -1.69451 1.62172 1.29707 0.168 0.127 0.233
C 1.99828 -0.79755 1.12847 0.221 0.570 -0.528
C -5.37389 -0.31120 -4.14758 -0.007 0.037 -0.104
I 2.83747 5.17290 -0.50169 -0.086 -0.030 0.081
H -4.93651 -0.40595 -3.15533 0.013 0.014 0.004
H 2.41715 1.15278 1.91182 -0.008 0.143 0.372
H -5.13628 1.94313 -6.44651 -0.015 -0.001 -0.025
H 4.18142 0.76674 2.24662 0.140 -0.051 -0.150
H -1.89420 3.51665 -1.16070 0.056 0.105 -0.184
H -0.24718 -2.90676 -0.90398 -0.056 0.677 -0.152
C -0.63627 0.91919 0.38345 0.235 0.134 0.233
C 1.10993 -1.12946 -2.25857 -0.494 -0.511 -0.115
N 1.07802 -1.63594 -3.29280 0.284 0.289 0.128
H -1.89609 -2.13529 1.32244 -0.019 -0.003 -0.279
O -2.71803 1.27522 -1.40120 0.117 -0.252 1.147
C -3.15131 1.22638 1.30460 -0.596 0.373 -0.421
C -3.46722 1.17142 -4.45155 0.275 0.039 0.009
H 3.62866 -4.21413 -1.07342 0.393 0.302 0.166
O 3.40062 -1.64247 4.31240 0.303 -0.268 -0.218
H -1.33845 1.64757 2.32969 0.015 -0.221 0.076
H 3.90599 0.87615 0.28452 -0.327 0.127 -0.131
O -0.98428 -2.54940 3.58706 -0.126 0.228 0.150
C 0.83909 -1.30657 0.12862 -1.303 0.130 0.632
H -1.71672 2.67468 1.01167 0.053 0.083 -0.024
N -4.56833 0.58987 -4.94534 -0.053 0.031 -0.093
O 1.06470 -0.56456 -1.09556 0.545 0.062 0.146
P 0.78846 0.60777 3.50693 -0.154 0.527 0.701
H -5.86608 0.32625 -6.55384 -0.007 -0.012 0.017
C 3.37948 -1.08879 3.23619 -0.437 0.227 0.669
N -3.98877 2.15851 1.15294 0.194 -0.071 0.231
H -0.65247 1.52535 -3.30685 -0.122 -0.214 -0.146
H -3.47921 0.20126 1.45006 0.250 -0.192 -0.024
H 1.50125 -3.46805 2.14772 -0.209 -0.022 -0.045
O -0.28904 -1.85656 2.56116 0.217 -0.220 -0.229
H 3.13580 -3.38633 1.43298 -0.016 -0.020 -0.227
C 2.85405 -3.47324 -1.21566 -0.715 -2.244 -1.764
H -4.94198 1.80413 1.20609 -0.034 0.070 0.010
H 0.08706 -3.23917 0.73522 -0.217 0.508 0.325
H 1.79941 5.09891 2.12807 0.026 0.105 -0.060
H -0.54185 0.21204 3.50638 -0.037 -0.242 -0.147
N 2.45345 -1.58587 2.27295 0.187 0.154 -0.214
H 3.37412 -0.56715 -1.30633 -0.258 0.188 0.039
O -0.54216 0.92846 -2.54139 0.637 0.384 0.493
C 0.51751 -2.77098 -0.14125 0.610 -1.955 -0.066
S 5.12668 -1.62370 0.50448 -0.218 0.041 0.066
N 0.71164 1.54175 0.86899 -0.299 -0.307 0.115
O -1.03531 3.09838 -1.34214 0.601 -0.034 0.589
H -5.41599 -1.29871 -4.61107 -0.014 -0.018 0.033
C 1.27841 4.19251 1.84477 0.121 0.107 -0.037
H 4.09583 0.74542 4.00091 -0.078 0.005 0.095
H -3.23697 0.90346 -3.41590 -0.247 -0.158 0.022
```
Positions in Å, forces in eV/Å.

Calculated values
Net charge: +1

Charges computed using Löwdin, reported in e: 0.097, 0.041, 0.091, 0.124, 0.471, 0.049, -0.030, -0.391, 0.093, 0.095, 0.092, 0.094, -0.033, -0.035, -0.113, -0.005, -0.336, -0.802, 0.486, 0.108, 1.162, -0.261, -0.230, 0.106, -0.035, 0.145, -0.701, 0.058, -0.145, -0.321, -0.049, 0.986, 0.082, 0.080, 0.094, 0.023, 0.117, 0.150, -0.198, -0.426, 0.271, 0.156, -0.234, -0.235, -0.351, 0.107, 0.073, 0.099, -0.041, 0.044, -0.210, 0.114, -0.189, -0.164, 0.869, 0.087, -0.547, 0.139, 0.109, 0.119, 0.073, -0.246, 0.055, -0.061, 0.075, 0.110, 0.057, 0.029, -0.112, -0.064, -0.173, -0.032, 0.324, -0.018, -0.110, 0.091, -0.143, 0.106, 0.089

---

# 3
A molecular structure, C2H3CeO2. Source: the Open Molecules 2025 dataset; level of theory: ωB97M-V with the def2-TZVPD basis set.

XYZ file:
```
8
Properties=species:S:1:pos:R:3:forces:R:3
H 0.87823 -0.17429 -1.20625 -1.095 -3.586 -0.385
H -0.13670 -1.91988 -0.29601 0.749 -0.088 -0.575
C -0.11903 -0.97003 -0.82642 2.221 2.670 -2.462
Ce -0.65368 0.94739 2.85607 0.880 0.432 -1.571
H -0.81741 -0.79349 -1.64449 -0.154 -0.595 0.074
C 0.47074 1.06855 0.00082 -0.616 -1.309 0.799
O 0.74198 1.77602 0.94477 -0.710 0.342 1.171
O -0.36413 0.06573 0.17151 -1.276 2.135 2.948
```
Positions in Å, forces in eV/Å.

Calculated values
Multiplicity: 3
ΔE to the lowest compared entry with this formula, charge and spin: 259.6 kJ/mol
Net charge: +3

Charges computed using Löwdin, reported in e: 0.227, 0.137, 0.152, 2.599, 0.136, -0.122, 0.031, -0.160

---

Number 1: calculated total energy -125467.259 eV, molar mass 648.7 g mol⁻¹. Number 2: calculated total energy -107891.877 eV, molar mass 916.3 g mol⁻¹. Number 3: calculated total energy -19105.582 eV, molar mass 199.2 g mol⁻¹.